# C35H25Cl3N5O5RuS

A molecular structure, C35H25Cl3N5O5RuS at a distorted geometry (the ωB97M-V functional and the def2-TZVPD basis, the Open Molecules 2025 dataset).

Values from the calculation:
Spin multiplicity: 6
Molecular weight, g/mol: 835.11
Total charge: +2
Lowest unoccupied orbital energy (alpha / beta), eV: -6.5 / -8.4
E, eV: -105355.258
Largest force on an atom, eV/Å: 1.0
Energy above the lowest of the compared OMol25 structures with the same formula, charge and spin, kJ/mol: 0.0

```
75
Properties=species:S:1:pos:R:3:mulliken_spin:R:1
Ru 1.59287 -1.95518 -0.84730 4.155
C -0.01278 -4.74230 -3.96500 -0.002
C 0.22619 -4.08887 -2.76041 -0.002
N 1.17863 -3.15920 -2.63835 0.115
C 1.96021 -2.84487 -3.71446 -0.009
C 1.75755 -3.43614 -4.95563 -0.007
C 0.74332 -4.40635 -5.05930 0.022
C 2.58314 -3.05314 -6.06841 0.001
C 3.55663 -2.13954 -5.91412 -0.002
C 3.81323 -1.54925 -4.62692 0.001
C 4.85290 -0.62519 -4.40388 0.010
C 5.08033 -0.13670 -3.14622 0.002
C 4.26449 -0.56428 -2.10039 -0.006
N 3.25899 -1.41072 -2.28938 0.095
C 3.02690 -1.90190 -3.53866 0.034
H -0.78971 -5.49610 -4.01976 0.000
H -0.36379 -4.31497 -1.88293 -0.006
H 0.56725 -4.89021 -6.01492 0.001
H 2.40381 -3.51609 -7.03383 0.001
H 4.17668 -1.84356 -6.75462 0.000
H 5.47469 -0.31582 -5.23575 0.000
H 5.88174 0.56277 -2.94705 0.001
H 4.44484 -0.22735 -1.08881 0.002
O 2.90556 -3.06432 0.40077 0.140
C 2.51253 -3.91313 1.26012 0.009
C 1.33190 -3.83281 2.00297 0.007
C 1.07287 -4.86002 2.94263 0.012
C -0.06418 -4.81292 3.66255 0.007
C -0.99120 -3.76814 3.49801 0.003
C -0.76445 -2.77601 2.57717 0.012
C 0.40286 -2.77724 1.80901 0.022
O 0.62489 -1.78580 0.95223 0.209
N -0.34541 -5.89476 4.64675 -0.001
O 0.42221 -6.83802 4.67549 0.001
O -1.32930 -5.75836 5.34332 0.001
H 3.15756 -4.77875 1.42639 0.009
H 1.77272 -5.67523 3.09546 0.001
H -1.88039 -3.76700 4.11508 0.000
H -1.46928 -1.96707 2.43234 -0.002
Cl -4.77673 8.43893 1.13808 0.000
C -3.90814 6.95743 0.95924 0.000
C -4.42290 5.95161 0.16512 0.000
C -3.73148 4.75947 0.06178 0.000
C -2.53066 4.55543 0.73207 0.000
C -1.83678 3.22506 0.64100 0.000
C -1.16952 3.05379 -0.71011 0.000
N -0.10906 2.02134 -0.63877 0.014
C 1.01214 2.08281 0.16842 -0.023
C 1.67764 0.92301 -0.02612 0.041
N 0.96977 0.14987 -0.95920 0.123
C -0.10562 0.86523 -1.28772 0.012
O -2.72006 2.13369 0.79045 0.001
C -2.52986 1.47811 2.04706 -0.001
C -2.61235 2.39970 3.22573 0.001
C -3.63920 3.23475 3.49162 0.000
Cl -5.08499 3.42447 2.58974 0.000
S -3.39628 4.12255 4.92306 0.000
C -1.89452 3.37023 5.21382 0.000
C -1.59665 2.48386 4.23821 0.000
C -2.02616 5.59855 1.49134 0.000
Cl -0.48688 5.44399 2.31129 0.000
C -2.70523 6.79761 1.62040 0.000
H -5.35857 6.10219 -0.35670 0.000
H -4.14661 3.95143 -0.53469 0.000
H -1.07691 3.17730 1.41649 0.001
H -0.74436 3.98631 -1.06541 0.000
H -1.91708 2.71040 -1.41890 0.000
H 1.22848 2.93933 0.79526 0.000
H 2.58285 0.58475 0.45407 -0.001
H -0.86646 0.58160 -2.00102 -0.002
H -1.54081 1.00403 2.05640 0.000
H -3.28582 0.69611 2.09673 0.000
H -1.30540 3.62907 6.08408 0.000
H -0.68346 1.89171 4.22809 0.000
H -2.29935 7.59882 2.22488 0.000
```